1.
Molecular formula: C3HO2
Method: DFT, ωB97M-V/def2-TZVPD

**Energy relative to the best compared isomer or geometry (same formula, charge and spin)**: 1.379 eV
**E_LUMO**: 4.25 eV
**Net charge**: -1
**HOMO level**: -0.130 Ha
**SMILES string**: C#CC(=O)[O-]
**Orbital gap**: 0.2864 Eh

Last column: natural (NBO) charge in e.
Cartesian coordinates (Å):
1 C -0.15 1.21 1.00  -0.32
2 C -0.04 0.21 0.31  -0.03
3 C -0.01 -0.88 -0.64  0.65
4 O 0.45 -0.28 -1.95  -0.85
5 O -0.23 -2.09 -0.54  -0.65
6 H -0.02 1.83 1.82  0.21

***

2.
Molecular formula: C3HO2V
Method: DFT, ωB97M-V/def2-TZVPD

**Energy relative to the best compared isomer or geometry (same formula, charge and spin)**: 0.000 eV
**Spin multiplicity**: 4
**E_LUMO (alpha / beta)**: -6.07 / -6.11 eV
**Net charge**: +1
**HOMO level (alpha / beta)**: -0.552 / -0.556 Ha
**Orbital gap (alpha / beta)**: 0.3286 / 0.3311 Eh
**Expectation value of S²**: 3.759

Last column: natural (NBO) charge in e.
Cartesian coordinates (Å):
1 O 0.15 1.37 0.74  -0.66
2 O -1.02 -0.40 1.25  -0.65
3 C -0.27 0.22 0.44  0.71
4 V -0.96 1.20 2.32  1.52
5 C 0.82 -1.21 -1.49  -0.07
6 C 0.20 -0.44 -0.76  -0.14
7 H 1.09 -0.74 -2.49  0.29

***

3.
Molecular formula: C3HO3
Method: DFT, ωB97M-V/def2-TZVPD

**Energy relative to the best compared isomer or geometry (same formula, charge and spin)**: 0.741 eV
**E_LUMO**: 4.20 eV
**Net charge**: -1
**HOMO level**: -0.141 Ha
**SMILES string**: O=C=CC(=O)[O-]
**Orbital gap**: 0.2949 Eh

Last column: natural (NBO) charge in e.
Cartesian coordinates (Å):
1 O 1.39 1.79 0.49  -0.59
2 C 0.36 1.24 0.27  0.60
3 C -0.59 0.48 -0.18  -0.69
4 C 0.12 -1.11 -0.04  0.85
5 O 0.71 -1.49 -1.04  -0.71
6 O -0.25 -1.57 1.02  -0.71
7 H -1.73 0.66 -0.52  0.25

***

4.
Molecular formula: C3HO3
Method: DFT, ωB97M-V/def2-TZVPD

**Energy relative to the best compared isomer or geometry (same formula, charge and spin)**: 1.130 eV
**E_LUMO**: 3.87 eV
**Net charge**: -1
**HOMO level**: -0.117 Ha
**Orbital gap**: 0.2590 Eh

Last column: natural (NBO) charge in e.
Cartesian coordinates (Å):
1 C -1.69 -0.53 0.25  0.52
2 C 1.45 0.60 -0.56  1.03
3 C -0.45 -0.48 0.36  -0.86
4 O 1.15 1.67 -0.28  -0.57
5 O 2.19 -0.20 -0.99  -0.60
6 O -2.92 -0.54 0.16  -0.71
7 H 0.27 -0.51 1.06  0.20

***

Copy entry 3 word for word.
Molecular formula: C3HO3
Method: DFT, ωB97M-V/def2-TZVPD

**Energy relative to the best compared isomer or geometry (same formula, charge and spin)**: 0.741 eV
**E_LUMO**: 4.20 eV
**Net charge**: -1
**HOMO level**: -0.141 Ha
**SMILES string**: O=C=CC(=O)[O-]
**Orbital gap**: 0.2949 Eh

Last column: natural (NBO) charge in e.
Cartesian coordinates (Å):
1 O 1.39 1.79 0.49  -0.59
2 C 0.36 1.24 0.27  0.60
3 C -0.59 0.48 -0.18  -0.69
4 C 0.12 -1.11 -0.04  0.85
5 O 0.71 -1.49 -1.04  -0.71
6 O -0.25 -1.57 1.02  -0.71
7 H -1.73 0.66 -0.52  0.25

***

Q: Among the records above, which one has the lowest energy relative to the best compared isomer or geometry (same formula, charge and spin)?
A: C3HO2V